1.
Molecular formula: C4H12
Method: DFT, the ωB97M-V functional and the def2-TZVPD basis

Structure (ORCA input):
```
! wB97M-V def2-TZVPD RIJCOSX def2/J DEFGRID3
* xyz 0 1
C -3.30 -0.82 -0.10
C -2.36 0.15 -0.81
H -3.05 -1.86 -0.37
H -4.32 -0.59 -0.46
H -3.28 -0.72 1.00
H -2.43 0.00 -1.90
H -1.31 0.01 -0.50
H -2.66 1.18 -0.58
C 2.51 0.95 0.74
C 3.11 -0.29 0.14
H 2.16 0.74 1.76
H 1.70 1.42 0.17
H 3.36 1.65 0.80
H 3.88 -0.56 0.88
H 3.60 -0.14 -0.83
H 2.39 -1.13 0.05
*
```

Properties
gap between HOMO and LUMO = 12.809 eV
energy above the lowest of the compared OMol25 structures with the same formula, charge and spin = 4.08 kcal/mol
HOMO = -11.777 eV
molar mass = 60.140 Da
SMILES = CC.CC

And the Löwdin charges, in e, turn out to be: C -0.189; C -0.188; H 0.063; H 0.064; H 0.064; H 0.065; H 0.056; H 0.064; C -0.200; C -0.199; H 0.069; H 0.062; H 0.067; H 0.067; H 0.068; H 0.064



2.
Molecular formula: C4H12
Method: DFT, the ωB97M-V functional and the def2-TZVPD basis

Structure (ORCA input):
```
! wB97M-V def2-TZVPD RIJCOSX def2/J DEFGRID3
* xyz 0 1
C -1.27 -1.96 -0.45
C -1.13 -1.79 1.06
H -2.17 -1.47 -0.81
H -0.44 -1.54 -1.01
H -1.37 -2.99 -0.79
H -0.53 -0.90 1.27
H -0.58 -2.60 1.54
H -2.10 -1.68 1.54
C 0.80 1.26 -0.03
C 1.55 2.48 -0.57
H -0.25 1.25 -0.30
H 1.19 0.30 -0.39
H 0.98 1.21 1.05
H 2.13 2.30 -1.48
H 0.87 3.30 -0.76
H 2.31 2.82 0.12
*
```

Properties
gap between HOMO and LUMO = 12.776 eV
energy above the lowest of the compared OMol25 structures with the same formula, charge and spin = 5.04 kcal/mol
HOMO = -11.636 eV
molar mass = 60.140 Da
SMILES = CC.CC

And the Löwdin charges, in e, turn out to be: C -0.174; C -0.162; H 0.062; H 0.046; H 0.060; H 0.038; H 0.063; H 0.063; C -0.180; C -0.169; H 0.061; H 0.056; H 0.062; H 0.061; H 0.059; H 0.055



3.
Molecular formula: C4H12
Method: DFT, the ωB97M-V functional and the def2-TZVPD basis

Structure (ORCA input):
```
! wB97M-V def2-TZVPD RIJCOSX def2/J DEFGRID3
* xyz 0 1
C 1.78 0.16 0.84
C 3.05 -0.73 0.90
H 1.51 0.48 -0.16
H 1.11 -0.27 1.43
H 1.97 1.12 1.16
H 4.01 -0.22 0.86
H 2.99 -1.40 1.74
H 2.96 -1.39 0.03
C -2.23 0.83 -0.36
C -2.61 -0.25 -1.38
H -3.19 1.03 0.16
H -1.62 0.64 0.49
H -1.79 1.73 -0.83
H -1.61 -0.60 -1.86
H -3.31 -0.02 -2.15
H -2.92 -1.14 -0.87
*
```

Properties
gap between HOMO and LUMO = 12.330 eV
energy above the lowest of the compared OMol25 structures with the same formula, charge and spin = 24.37 kcal/mol
HOMO = -11.221 eV
molar mass = 60.140 Da
SMILES = CC.CC

And the Löwdin charges, in e, turn out to be: C -0.145; C -0.139; H 0.069; H 0.011; H 0.035; H 0.059; H 0.053; H 0.056; C -0.179; C -0.173; H 0.066; H 0.036; H 0.068; H 0.091; H 0.048; H 0.043



4.
Molecular formula: C4H12
Method: DFT, the ωB97M-V functional and the def2-TZVPD basis

Structure (ORCA input):
```
! wB97M-V def2-TZVPD RIJCOSX def2/J DEFGRID3
* xyz 0 1
C -0.33 1.55 -0.67
C 0.22 2.89 -0.18
H 0.38 1.14 -1.39
H -0.40 0.78 0.09
H -1.27 1.64 -1.19
H -0.53 3.43 0.39
H 0.72 3.42 -0.98
H 0.92 2.77 0.65
C -0.46 -1.95 -0.11
C 0.54 -2.45 0.92
H -0.90 -2.80 -0.62
H -1.26 -1.40 0.39
H -0.07 -1.29 -0.88
H 1.26 -1.70 1.26
H 0.04 -2.80 1.82
H 1.16 -3.25 0.52
*
```

Properties
gap between HOMO and LUMO = 12.674 eV
energy above the lowest of the compared OMol25 structures with the same formula, charge and spin = 6.23 kcal/mol
HOMO = -11.549 eV
molar mass = 60.140 Da
SMILES = CC.CC

And the Löwdin charges, in e, turn out to be: C -0.175; C -0.167; H 0.059; H 0.037; H 0.066; H 0.058; H 0.061; H 0.061; C -0.179; C -0.167; H 0.062; H 0.061; H 0.045; H 0.060; H 0.060; H 0.059



5.
Molecular formula: C4H12
Method: DFT, the ωB97M-V functional and the def2-TZVPD basis

Structure (ORCA input):
```
! wB97M-V def2-TZVPD RIJCOSX def2/J DEFGRID3
* xyz 0 1
C -1.97 0.55 1.17
C -0.74 0.54 2.11
H -2.54 -0.35 1.42
H -2.52 1.47 1.24
H -1.60 0.38 0.17
H -0.09 -0.36 1.98
H -1.13 0.58 3.13
H -0.10 1.41 1.93
C 1.68 0.16 -1.83
C 1.05 -1.16 -1.51
H 1.30 0.56 -2.78
H 1.51 0.91 -1.07
H 2.74 -0.09 -1.90
H 1.26 -2.12 -1.95
H 1.16 -1.42 -0.45
H -0.02 -1.06 -1.66
*
```

Properties
gap between HOMO and LUMO = 12.597 eV
energy above the lowest of the compared OMol25 structures with the same formula, charge and spin = 10.33 kcal/mol
HOMO = -11.476 eV
molar mass = 60.140 Da
SMILES = CC.CC

And the Löwdin charges, in e, turn out to be: C -0.163; C -0.176; H 0.065; H 0.056; H 0.040; H 0.066; H 0.059; H 0.054; C -0.166; C -0.194; H 0.069; H 0.055; H 0.069; H 0.058; H 0.058; H 0.052



6.
Molecular formula: C4H12
Method: DFT, the ωB97M-V functional and the def2-TZVPD basis

Structure (ORCA input):
```
! wB97M-V def2-TZVPD RIJCOSX def2/J DEFGRID3
* xyz 1 2
C -1.60 -0.97 1.16
C -1.07 0.26 1.98
H -2.61 -1.32 1.41
H -1.33 -0.68 0.11
H -0.99 -1.95 1.29
H -0.10 0.00 2.44
H -1.64 0.43 2.91
H -0.98 1.16 1.46
C 1.81 0.31 -2.13
C 0.78 0.57 -1.03
H 1.49 0.55 -3.21
H 2.77 0.84 -2.11
H 1.75 -0.91 -2.14
H 1.13 -0.08 -0.18
H -0.25 0.23 -1.34
H 0.85 1.54 -0.60
*
```

Properties
gap between HOMO and LUMO (spin up / spin down) = 11.078 / 3.159 eV
energy above the lowest of the compared OMol25 structures with the same formula, charge and spin = 30.28 kcal/mol
HOMO (spin up / spin down) = -14.804 / -14.746 eV
molar mass = 60.140 Da
⟨S²⟩ = 0.7529

And the Löwdin charges, in e, turn out to be: C -0.146; C -0.157; H 0.070; H 0.019; H 0.088; H 0.067; H 0.076; H 0.028; C 0.037; C -0.032; H 0.184; H 0.116; H 0.244; H 0.171; H 0.126; H 0.110